The following is a quantum chemistry calculation of a molecular structure, C45H52BBrCl2F4N8PRbSSi4Te, from the OMol25 dataset.

Electronic energy   -8292.65159 Ha
Relative energy (zero: lowest compared OMol25 entry of this formula, charge and spin)   1.249 eV
Expectation value of S²   0.765

ORCA input file:
```
! wB97M-V def2-TZVPD RIJCOSX def2/J DEFGRID3
* xyz -1 2
C -3.067 4.467 -2.837
H -4.000 3.956 -2.630
H -4.160 1.103 5.828
H -3.130 -0.949 -1.728
H 6.138 -2.637 -3.281
N 0.385 -0.618 2.465
F -2.996 7.349 -0.514
C -0.526 1.103 -5.418
H 0.604 -4.419 -0.638
H -3.410 4.512 -4.954
C -2.734 4.781 -4.150
H 7.143 -3.199 -1.262
C -2.820 7.891 1.735
H -4.680 -5.273 3.711
C -3.655 1.467 3.678
C -3.754 0.763 4.891
Si 3.821 -3.385 -2.863
H 1.683 -5.717 -1.144
Si 3.616 -2.617 -0.658
C 0.482 1.433 -3.280
H -4.198 2.015 0.628
N -2.475 -2.937 3.203
H -1.354 1.243 -6.098
Cl 0.376 2.184 -1.721
H 3.629 -5.840 -2.370
C -1.592 -2.363 -0.905
H -7.309 5.665 -0.543
C -0.697 5.789 -3.387
C 5.172 -2.431 -3.751
H -2.037 -6.035 3.613
H 0.231 6.308 -3.595
C -4.873 2.820 0.359
C -2.406 7.612 3.052
C -2.460 -5.049 3.498
F -3.246 9.144 1.444
C 1.320 -5.158 -0.278
S 3.006 0.496 -2.545
C 1.666 0.249 -4.956
H -8.192 3.479 0.215
H 6.425 -1.102 2.433
P -2.533 4.243 -0.069
C -0.588 1.621 -4.136
C 1.433 -0.451 3.261
H 3.739 -6.476 1.417
C -5.259 5.067 -0.395
H 0.785 -5.850 0.378
H -1.440 2.196 -3.798
H -4.558 -2.568 3.285
H 6.796 -4.036 0.252
H 5.284 0.557 -0.441
H 1.713 -2.292 -3.607
C -2.167 5.656 0.974
Rb -1.117 1.320 0.806
C -6.626 4.861 -0.293
N -1.663 -4.015 3.285
C 4.366 -5.189 -2.844
H 7.009 0.212 -0.266
H 1.462 -3.995 -3.219
C 2.177 -3.787 2.348
H -4.884 6.025 -0.732
C -3.811 -4.658 3.551
H 4.515 -5.540 -3.869
H 4.669 -0.936 2.284
C 0.027 -1.719 4.359
H 0.692 0.034 -6.837
C 1.260 -1.119 4.481
C 2.147 -3.289 -3.697
H 4.564 -5.920 -0.046
H -6.616 1.653 0.796
C 0.609 0.426 -5.833
H -0.560 -3.158 0.913
H 2.214 -3.540 -4.759
H 7.972 -2.716 0.221
H -3.966 2.476 3.452
N -2.808 -0.915 0.328
H 1.935 -1.168 5.317
H 4.999 -1.357 -3.721
H 2.990 -3.300 2.891
C 7.017 -3.060 -0.185
C -2.576 -1.361 -0.898
C -1.035 5.484 -2.079
H -0.376 5.768 -1.266
C -1.675 5.452 2.303
F -2.912 8.350 4.079
C -6.243 2.613 0.459
C 5.522 -1.573 2.037
H 6.141 -0.294 -1.725
C -1.546 5.439 -4.431
Cl 3.081 -0.555 -5.565
C -3.199 -0.460 4.611
C -7.123 3.634 0.134
C 1.629 0.718 -3.638
Br -0.489 3.961 2.692
F -1.333 6.151 4.541
H 5.312 -5.306 -2.310
H 2.268 0.143 2.923
H 5.234 -2.741 -4.798
C -1.242 -2.489 0.417
C -1.804 6.385 3.295
H 4.914 -5.164 1.513
H -1.285 5.683 -5.453
H -0.514 -2.359 5.035
C -2.226 4.822 -1.784
H 1.848 -4.654 2.928
N -3.100 0.724 2.736
B -1.953 -1.582 2.681
H 5.382 -2.526 2.552
C -2.686 6.960 0.755
C -4.363 4.045 -0.071
H 1.347 -3.084 2.321
Si 5.649 -1.817 0.180
N -1.969 -1.604 1.135
C 4.121 -5.593 0.896
Te 2.025 -0.635 -0.615
N -2.827 -0.472 3.307
H -3.048 -1.321 5.241
Si 2.730 -4.343 0.657
C -3.770 -3.299 3.348
H -1.196 -2.904 -1.748
C 6.061 -0.184 -0.642
N -0.479 -1.409 3.149
*
```

Löwdin population analysis, charges in e, atoms 1 to 4: C -0.10; H 0.10; H 0.09; H 0.10